1.
16
Properties=species:S:1:pos:R:3 method="wB97M-V/def2-TZVPD" charge=0 orbital_gap_ev=10.397 total_energy_ev=-7391.9913 e_above_lowest_ev=2.774 smiles="CC[C@@H](C)C=O" fmax_ev_per_a=1.90
H -1.326 1.801 -2.044
H 0.116 -1.548 2.326
C -0.422 -1.278 1.412
C 1.545 -0.836 0.055
H -1.455 0.834 0.207
H -0.954 -0.397 -0.942
H -1.349 -0.760 1.561
H -0.117 2.576 -1.014
H -0.686 -2.272 0.947
H 0.378 1.351 -2.200
C -0.399 1.624 -1.481
C -0.631 0.521 -0.450
H 2.556 -0.511 -0.232
O 1.339 -2.029 0.104
C 0.490 0.096 0.501
H 0.993 1.065 0.842

=====

2.
16
Properties=species:S:1:pos:R:3 method="wB97M-V/def2-TZVPD" charge=0 orbital_gap_ev=10.875 total_energy_ev=-7389.9696 e_above_lowest_ev=4.796 smiles="CC(C)CC=O" fmax_ev_per_a=11.89
H -1.605 -0.961 0.994
O 3.278 0.154 -0.019
H -1.802 1.630 -0.657
C -0.324 -0.083 -0.327
C 2.254 -0.203 -0.358
C -1.411 -1.041 -0.072
H -0.991 1.774 1.107
C 1.061 -0.310 0.423
H -0.012 -0.126 -1.309
H 0.950 -1.290 1.060
H 1.942 -0.476 -1.470
H -1.128 -2.044 -0.443
H -0.100 1.991 0.006
C -0.828 1.415 -0.150
H -2.221 -0.737 -0.301
H 0.937 0.307 1.517

=====

3.
16
Properties=species:S:1:pos:R:3 method="wB97M-V/def2-TZVPD" charge=0 orbital_gap_ev=8.524 total_energy_ev=-7389.8499 e_above_lowest_ev=4.915 fmax_ev_per_a=0.31
H -0.194 2.726 -0.366
H 0.560 -1.936 2.028
C 1.296 0.382 -0.114
H 1.903 1.186 0.302
C -0.305 2.109 -1.265
O -0.388 -1.549 0.278
H -1.356 2.162 -1.571
C -0.104 0.257 0.471
C -0.449 -2.033 1.629
H -1.290 -1.522 -0.072
H 1.861 -0.512 -0.367
H -0.769 -3.080 1.629
H 0.311 2.556 -2.055
C 0.110 0.685 -0.970
H -1.121 -1.399 2.212
H -0.066 -0.032 -1.772

=====

4.
16
Properties=species:S:1:pos:R:3 method="wB97M-V/def2-TZVPD" charge=0 orbital_gap_ev=10.635 total_energy_ev=-7390.5088 e_above_lowest_ev=4.256 fmax_ev_per_a=4.49
H -0.041 -0.045 2.127
H 2.804 0.859 -0.352
H -1.694 -0.175 -0.078
H 1.225 -0.419 -1.819
H -2.033 -1.934 -0.556
C -0.789 0.279 1.409
O 0.875 -1.382 0.026
H -1.790 0.032 1.861
H -0.781 1.392 1.350
H -1.663 -0.800 -1.947
H 1.443 1.914 -0.767
H 1.511 1.146 0.834
C 1.729 1.003 -0.226
C -1.548 -0.995 -0.860
C 0.984 -0.179 -0.778
C -0.262 -0.646 -0.178

=====

5.
16
Properties=species:S:1:pos:R:3 method="wB97M-V/def2-TZVPD" charge=0 orbital_gap_ev=10.805 total_energy_ev=-7394.0998 e_above_lowest_ev=0.665 smiles="CCCCC=O" fmax_ev_per_a=2.20
H -1.573 -0.296 -0.729
C 0.289 0.936 1.740
C -0.780 -0.027 1.252
H -0.288 -1.283 -2.644
H -0.803 -0.891 1.928
H -0.618 -1.638 -0.164
H 0.499 1.059 -1.095
H -1.759 0.457 1.360
O 1.430 -0.368 -3.203
C -0.648 -0.541 -0.189
H 1.281 0.476 1.717
C 0.551 -0.615 -2.382
C 0.544 -0.030 -0.993
H 1.484 -0.316 -0.511
H 0.084 1.227 2.775
H 0.307 1.850 1.138

=====

6.
16
Properties=species:S:1:pos:R:3 method="wB97M-V/def2-TZVPD" charge=0 orbital_gap_ev=9.539 total_energy_ev=-7389.6939 e_above_lowest_ev=5.071 fmax_ev_per_a=2.21
C -0.330 -1.102 0.448
H 0.936 1.796 0.795
H -0.465 -2.169 0.690
C 1.091 1.503 -0.218
H -2.424 -0.551 0.582
H -1.284 0.801 0.787
C 0.282 -0.876 -0.913
C -1.454 -0.258 1.000
C 1.074 -0.540 0.272
O -0.014 0.287 -1.646
H -1.520 -0.355 2.091
H 1.909 -1.193 0.622
H -0.889 0.616 -1.421
H 2.099 1.508 -0.607
H 0.480 -1.683 -1.606
H 0.509 2.216 -0.876

=====

7.
16
Properties=species:S:1:pos:R:3 method="wB97M-V/def2-TZVPD" charge=0 orbital_gap_ev=9.722 total_energy_ev=-7392.1951 e_above_lowest_ev=2.570 smiles="CC(C)CC=O" fmax_ev_per_a=5.39
H 0.167 1.827 0.849
C -0.320 1.848 -1.353
H -1.342 -0.019 -0.017
H -0.753 -1.747 1.672
H 0.108 -0.834 -1.875
H 1.520 0.990 0.058
C 0.396 1.109 0.052
H 0.859 -1.031 1.860
H -0.578 -0.114 2.346
H -0.318 -2.166 -0.794
O -1.505 1.825 -1.541
C -0.287 -0.228 0.198
H 0.716 2.005 -1.501
H 1.293 -1.436 -0.701
C 0.227 -1.218 -0.854
C -0.184 -0.813 1.600

=====

8.
16
Properties=species:S:1:pos:R:3 method="wB97M-V/def2-TZVPD" charge=0 orbital_gap_ev=10.462 total_energy_ev=-7392.9944 e_above_lowest_ev=1.771 smiles="C=CCC=C.O" fmax_ev_per_a=1.64
C -0.592 -0.735 -1.018
H -1.951 0.980 2.558
C -1.434 -0.058 0.024
H -2.101 0.626 -0.507
H 2.920 1.141 -1.423
O 2.745 0.383 -0.837
C -1.004 1.267 2.093
H -0.376 1.936 2.678
H 0.828 -2.325 -1.381
H 2.205 -0.241 -1.331
H -2.041 -0.719 0.631
H 0.363 1.232 0.573
H -0.524 -0.253 -1.999
H 0.126 -2.178 0.269
C 0.133 -1.788 -0.739
C -0.608 0.873 0.893

=====

9.
16
Properties=species:S:1:pos:R:3 method="wB97M-V/def2-TZVPD" charge=0 orbital_gap_ev=9.310 total_energy_ev=-7389.9618 e_above_lowest_ev=4.804 fmax_ev_per_a=2.30
H -0.693 -2.201 1.138
C -0.529 -1.692 0.187
H 1.914 -0.731 0.747
H -1.410 -1.895 -0.442
H 0.825 -0.007 -1.499
O 0.154 1.892 -0.865
H 0.329 -2.164 -0.325
H 1.382 -0.445 2.441
H -0.801 1.442 -2.708
C 0.046 0.480 -0.892
H -0.028 0.250 1.355
H -1.901 1.487 -1.219
C -0.902 1.337 -1.625
C -0.330 -0.208 0.372
C 1.385 -0.066 1.403
H 1.788 0.956 1.389

=====

10.
16
Properties=species:S:1:pos:R:3 method="wB97M-V/def2-TZVPD" charge=0 orbital_gap_ev=10.843 total_energy_ev=-7394.3667 e_above_lowest_ev=0.399 smiles="CCCCC=O" fmax_ev_per_a=0.50
H -3.290 -0.199 0.052
C -1.128 -0.511 0.052
C -2.365 0.377 -0.058
H -2.396 0.882 -1.030
C 0.162 0.294 -0.084
H 0.212 1.057 0.701
H 3.519 -0.006 -0.587
H 1.390 -1.188 0.902
O 2.803 1.192 0.860
H -1.136 -1.035 1.018
H 1.482 -1.254 -0.858
H -2.358 1.153 0.717
H -1.154 -1.291 -0.721
H 0.154 0.827 -1.045
C 1.423 -0.568 -0.006
C 2.681 0.271 0.087